Formula: C50H46N2O32S
Source: the OMol25 dataset
Level of theory: ωB97M-V/def2-TZVPD

Each line ends with the Löwdin charge.
Element x y z (Å)
C 7.558 -1.850 0.005  -0.06
C 7.243 -0.513 -0.716  -0.26
N 6.772 0.562 0.173  -0.11
O 5.786 0.108 1.084  -0.33
S 4.373 -0.213 0.236  0.94
O 4.175 -1.628 0.373  -0.36
O 3.227 0.578 1.116  -0.32
C 1.919 0.380 0.532  -0.24
C 1.716 1.066 -0.832  -0.18
C 0.501 0.454 -1.576  -0.18
C 0.835 -0.752 -2.504  -0.17
N 0.115 -1.989 -2.174  0.04
C 0.726 -2.750 -1.166  -0.56
C -0.101 -3.018 0.111  0.01
O 1.816 -3.184 -1.247  0.11
H 7.224 -1.889 1.046  0.08
H 7.060 -2.653 -0.547  0.08
H 8.646 -2.025 0.017  0.04
H 6.583 -0.723 -1.573  0.10
H 8.182 -0.149 -1.148  0.08
H 6.298 1.263 -0.397  0.10
H 1.695 -0.696 0.505  0.10
H 1.221 0.855 1.232  0.13
H 2.589 1.029 -1.494  0.10
H 1.514 2.130 -0.646  0.11
H -0.266 0.201 -0.832  0.10
H 0.095 1.252 -2.204  0.09
H 0.504 -0.464 -3.513  0.11
H 1.914 -0.911 -2.601  0.12
H -0.852 -1.813 -1.925  0.10
H 0.471 -2.761 1.006  0.08
H -1.044 -2.452 0.073  0.07
H -0.382 -4.076 0.177  0.08
C -1.787 -4.495 -3.963  0.08
C -2.993 -4.045 -3.608  -0.23
C -4.168 -4.131 -4.532  -0.32
O -5.248 -3.722 -4.149  0.11
C -3.957 -4.701 -5.859  0.07
C -2.747 -5.148 -6.216  -0.24
C -1.578 -5.086 -5.281  -0.31
O -0.506 -5.524 -5.651  0.12
O -2.513 -5.674 -7.420  0.11
O -3.221 -3.493 -2.408  0.09
H -0.934 -4.438 -3.300  0.13
H -4.808 -4.742 -6.524  0.14
H -1.567 -5.919 -7.422  0.12
H -4.169 -3.254 -2.401  0.11
C 10.203 1.789 0.697  0.08
C 10.804 2.609 1.568  -0.23
C 12.246 2.997 1.418  -0.31
O 12.735 3.760 2.229  0.11
C 12.996 2.433 0.302  0.08
C 12.394 1.614 -0.566  -0.25
C 10.950 1.249 -0.429  -0.31
O 10.455 0.506 -1.263  0.08
O 13.047 1.076 -1.598  0.11
O 10.161 3.126 2.613  0.12
H 9.162 1.501 0.792  0.12
H 14.039 2.704 0.214  0.14
H 12.392 0.529 -2.071  0.12
H 10.817 3.681 3.079  0.12
C -3.890 2.361 1.814  0.06
C -3.350 2.132 0.617  -0.23
C -1.987 2.623 0.262  -0.32
O -1.542 2.362 -0.844  0.08
C -1.252 3.395 1.257  0.07
C -1.792 3.631 2.460  -0.23
C -3.151 3.112 2.824  -0.31
O -3.587 3.337 3.935  0.13
O -1.156 4.332 3.396  0.12
O -4.000 1.445 -0.344  0.09
H -4.875 2.006 2.077  0.10
H -0.271 3.760 0.981  0.14
H -1.757 4.354 4.166  0.12
H -3.391 1.422 -1.107  0.12
C 11.038 -4.317 1.506  0.08
C 11.312 -3.102 1.020  -0.21
C 12.575 -2.378 1.381  -0.30
O 12.780 -1.281 0.895  0.11
C 13.498 -3.023 2.306  0.08
C 13.222 -4.238 2.794  -0.24
C 11.973 -4.974 2.413  -0.31
O 11.783 -6.082 2.874  0.11
O 14.038 -4.862 3.644  0.11
O 10.477 -2.466 0.190  0.07
H 10.132 -4.849 1.253  0.14
H 14.396 -2.483 2.572  0.14
H 13.611 -5.718 3.841  0.12
H 10.903 -1.610 -0.020  0.10
C -7.201 -2.577 1.009  0.08
C -6.624 -1.379 0.863  -0.22
C -6.900 -0.256 1.814  -0.29
O -6.329 0.806 1.636  0.08
C -7.839 -0.488 2.897  0.06
C -8.421 -1.681 3.043  -0.25
C -8.128 -2.815 2.111  -0.31
O -8.672 -3.887 2.301  0.11
O -9.292 -1.921 4.026  0.11
O -5.770 -1.117 -0.133  0.11
H -7.010 -3.397 0.332  0.14
H -8.042 0.337 3.565  0.14
H -9.565 -2.853 3.916  0.12
H -5.490 -0.185 -0.016  0.09
C -11.530 0.776 2.708  0.08
C -12.776 1.160 3.011  -0.23
C -13.894 1.057 2.018  -0.31
O -15.011 1.403 2.354  0.11
C -13.585 0.548 0.686  0.08
C -12.339 0.169 0.383  -0.23
C -11.228 0.247 1.385  -0.29
O -10.115 -0.130 1.060  0.11
O -12.014 -0.300 -0.824  0.12
O -13.094 1.651 4.208  0.12
H -10.717 0.843 3.417  0.13
H -14.395 0.495 -0.028  0.14
H -11.060 -0.502 -0.783  0.12
H -14.051 1.847 4.169  0.12
C -4.108 5.497 -0.813  0.08
C -5.205 5.364 -0.058  -0.22
C -6.533 5.900 -0.500  -0.31
O -7.500 5.733 0.219  0.12
C -6.600 6.602 -1.776  0.08
C -5.502 6.738 -2.530  -0.24
C -4.180 6.179 -2.100  -0.31
O -3.219 6.317 -2.833  0.12
O -5.521 7.375 -3.701  0.11
O -5.181 4.749 1.125  0.11
H -3.144 5.114 -0.506  0.13
H -7.560 6.999 -2.077  0.14
H -4.607 7.332 -4.042  0.12
H -6.098 4.787 1.463  0.13

Results
Net charge ... 0
Lowest unoccupied orbital energy ... -1.8 eV
Highest occupied orbital energy ... -9.31 eV
Kohn-Sham gap ... 0.275 Ha